Formula: C50H91N2O24
Source: the Open Molecules 2025 dataset
Level of theory: ωB97M-V/def2-TZVPD

Lowest unoccupied orbital energy ... -3.6 eV
Highest occupied orbital energy ... -10.6 eV
Net charge ... +1
Electronic energy ... -105440.0690 eV

Geometry as XYZ:
```
167
C50H91N2O24 | the Open Molecules 2025 dataset | ωB97M-V/def2-TZVPD
C 5.382 -4.859 0.568
C 5.928 -3.433 0.965
C 6.124 -2.449 -0.274
C 6.229 -0.963 0.286
C 5.473 0.121 -0.597
C 3.908 0.144 -0.482
C 3.238 1.484 -0.299
C 1.795 1.512 -0.250
N 0.995 0.389 -0.355
C 1.560 -0.857 -0.505
C 0.680 -2.155 -0.645
C -0.825 -1.857 -0.989
C -1.611 -3.248 -1.037
C -2.371 -3.451 0.357
N -1.302 -3.605 1.373
C -0.520 -4.756 1.416
C 0.434 -4.521 2.506
C 0.136 -3.176 3.066
C -0.983 -2.612 2.303
C 3.026 -1.020 -0.581
H 4.266 -4.909 0.649
H 5.774 -5.581 1.345
H 5.779 -5.214 -0.415
H 5.221 -2.966 1.704
H 6.934 -3.504 1.463
H 5.362 -2.583 -1.083
H 7.117 -2.734 -0.731
H 7.320 -0.676 0.255
H 5.925 -0.954 1.367
H 5.822 1.127 -0.218
H 5.795 0.098 -1.679
H 3.813 2.433 -0.235
H 1.266 2.491 -0.149
H -0.020 0.523 -0.331
H 1.150 -2.742 -1.475
H 0.821 -2.716 0.319
H -1.335 -1.136 -0.300
H -0.876 -1.459 -2.043
H -2.357 -3.230 -1.876
H -0.886 -4.092 -1.188
H -2.931 -2.499 0.533
H -3.033 -4.352 0.310
H -0.579 -5.665 0.783
H 1.230 -5.201 2.875
H 0.669 -2.658 3.889
H -1.469 -1.625 2.435
H 3.443 -2.038 -0.727
C 1.695 8.593 0.832
C 0.432 7.811 0.531
O 0.407 7.385 -0.840
C 1.131 6.303 -1.122
O 1.785 5.657 -0.338
O 1.026 6.063 -2.436
C 1.816 4.967 -2.887
H 1.814 9.416 0.125
H 1.665 8.998 1.845
H 2.580 7.962 0.740
H -0.438 8.453 0.673
H 0.317 6.958 1.203
H 1.621 4.069 -2.299
H 2.874 5.230 -2.846
H 1.550 4.763 -3.922
C -3.461 2.554 -8.189
C -2.947 3.908 -8.637
O -2.896 4.826 -7.536
C -1.836 4.702 -6.731
O -0.937 3.908 -6.855
O -1.957 5.602 -5.746
C -0.925 5.530 -4.765
H -4.416 2.658 -7.670
H -3.591 1.889 -9.044
H -2.767 2.083 -7.489
H -3.636 4.336 -9.366
H -1.972 3.828 -9.121
H 0.063 5.574 -5.224
H -1.037 4.617 -4.177
H -1.034 6.385 -4.101
C 5.672 0.325 5.999
C 5.298 -0.904 5.197
O 6.437 -1.688 4.876
C 6.902 -2.496 5.839
O 6.442 -2.616 6.945
O 7.979 -3.130 5.363
C 8.624 -3.976 6.317
H 6.454 0.895 5.490
H 4.801 0.968 6.139
H 6.065 0.058 6.981
H 4.868 -0.597 4.241
H 4.545 -1.505 5.710
H 7.918 -4.674 6.767
H 9.107 -3.372 7.085
H 9.387 -4.547 5.791
C -2.185 -0.081 6.532
C -1.067 0.379 7.445
O 0.194 0.364 6.757
C 0.429 1.409 5.961
O -0.306 2.346 5.780
O 1.621 1.223 5.375
C 1.974 2.232 4.432
H -1.946 -1.052 6.091
H -3.123 -0.162 7.082
H -2.330 0.618 5.705
H -0.974 -0.313 8.283
H -1.270 1.366 7.863
H 1.898 3.228 4.870
H 1.336 2.147 3.550
H 3.008 2.067 4.131
C -5.310 -6.276 -6.209
C -4.600 -5.354 -7.180
O -4.727 -3.983 -6.773
C -3.895 -3.590 -5.809
O -3.059 -4.274 -5.268
O -4.162 -2.307 -5.525
C -3.384 -1.786 -4.454
H -6.347 -5.962 -6.071
H -5.295 -7.304 -6.574
H -4.835 -6.252 -5.227
H -5.066 -5.429 -8.163
H -3.550 -5.627 -7.300
H -2.317 -1.947 -4.622
H -3.696 -2.241 -3.512
H -3.565 -0.713 -4.399
C -4.619 2.122 -0.167
C -5.193 1.753 -1.521
O -5.777 2.893 -2.157
C -4.917 3.723 -2.761
O -3.718 3.585 -2.816
O -5.614 4.739 -3.271
C -4.810 5.748 -3.889
H -5.373 2.617 0.448
H -4.262 1.233 0.357
H -3.784 2.819 -0.271
H -5.994 1.025 -1.391
H -4.440 1.293 -2.165
H -4.135 5.318 -4.628
H -4.249 6.293 -3.128
H -5.477 6.444 -4.394
C 0.999 -2.102 -7.157
C -0.278 -2.872 -7.429
O -0.327 -3.311 -8.790
C 0.385 -4.411 -9.066
O 1.038 -5.048 -8.278
O 0.262 -4.668 -10.372
C 1.034 -5.782 -10.821
H 1.117 -1.289 -7.877
H 0.991 -1.684 -6.148
H 1.874 -2.746 -7.256
H -1.137 -2.216 -7.279
H -0.394 -3.715 -6.744
H 0.834 -6.670 -10.221
H 2.096 -5.534 -10.796
H 0.748 -5.989 -11.851
C -5.669 -0.176 12.510
C -4.389 -0.615 11.826
O -3.996 0.329 10.819
C -3.370 1.423 11.269
O -3.108 1.670 12.417
O -3.103 2.208 10.216
C -2.495 3.454 10.562
H -6.451 0.016 11.772
H -6.016 -0.943 13.204
H -5.519 0.750 13.066
H -4.555 -1.564 11.315
H -3.583 -0.772 12.545
H -1.611 3.305 11.182
H -3.218 4.092 11.072
H -2.191 3.942 9.637
```

Atom charges from the Mulliken analysis, given in e for atoms 1 to 99:
1. C -1.155
2. C -0.218
3. C -0.804
4. C -0.384
5. C -0.963
6. C 1.335
7. C -1.190
8. C -0.721
9. N 0.305
10. C -0.139
11. C -0.144
12. C -0.716
13. C -0.233
14. C -1.113
15. N 0.340
16. C -0.410
17. C -0.684
18. C -0.542
19. C -0.309
20. C -0.245
21. H 0.219
22. H 0.339
23. H 0.305
24. H 0.166
25. H 0.379
26. H 0.461
27. H 0.377
28. H 0.426
29. H 0.082
30. H 0.352
31. H 0.346
32. H 0.457
33. H 0.662
34. H 0.226
35. H 0.502
36. H -0.025
37. H 0.131
38. H 0.621
39. H -0.020
40. H 0.427
41. H 0.375
42. H 0.362
43. H 0.352
44. H 0.426
45. H 0.475
46. H 0.420
47. H 0.110
48. C -1.106
49. C -0.166
50. O -0.346
51. C 0.771
52. O -0.579
53. O -0.256
54. C -0.470
55. H 0.305
56. H 0.367
57. H 0.298
58. H 0.305
59. H 0.287
60. H 0.083
61. H 0.338
62. H 0.215
63. C -1.103
64. C -0.207
65. O -0.372
66. C 0.736
67. O -0.581
68. O -0.320
69. C -0.819
70. H 0.282
71. H 0.392
72. H 0.294
73. H 0.305
74. H 0.321
75. H 0.429
76. H 0.390
77. H 0.256
78. C -1.189
79. C -0.062
80. O -0.283
81. C 0.694
82. O -0.546
83. O -0.325
84. C -0.659
85. H 0.332
86. H 0.297
87. H 0.351
88. H 0.160
89. H 0.381
90. H 0.304
91. H 0.299
92. H 0.226
93. C -1.131
94. C -0.062
95. O -0.345
96. C 0.673
97. O -0.569
98. O -0.183
99. C -0.719



Formula: C51H105F6N4O7S
Source: the Open Molecules 2025 dataset
Level of theory: ωB97M-V/def2-TZVPD

Lowest unoccupied orbital energy ... -3.0 eV
Highest occupied orbital energy ... -7.0 eV
Net charge ... +1
ΔE to the lowest compared entry with this formula, charge and spin ... 0.0 kJ/mol
Electronic energy ... -102013.0108 eV

Geometry as XYZ:
```
174
C51H105F6N4O7S | the Open Molecules 2025 dataset | ωB97M-V/def2-TZVPD
C 18.649 7.091 14.334
C 17.745 6.956 15.531
O 18.276 6.777 16.666
O 16.511 7.151 15.363
H 19.339 6.252 14.337
H 19.198 8.026 14.412
H 18.045 6.975 13.443
C 14.126 3.719 15.017
C 14.831 3.344 13.695
C 14.616 4.314 12.524
C 15.043 5.693 12.904
N 14.470 6.767 12.038
C 12.995 6.817 12.175
C 12.612 8.189 11.623
C 13.756 9.093 12.151
C 14.858 8.119 12.576
C 14.930 6.622 10.611
C 16.380 6.250 10.389
C 16.829 6.294 8.916
H 13.062 3.939 14.885
H 14.608 4.592 15.466
H 14.181 2.834 15.649
H 14.398 2.401 13.350
H 15.875 3.124 13.937
H 13.562 4.158 12.281
H 15.186 3.928 11.676
H 16.114 5.814 12.980
H 14.668 5.965 13.892
H 12.553 5.996 11.616
H 12.673 6.817 13.217
H 12.607 8.149 10.537
H 11.675 8.548 12.037
H 14.112 9.728 11.341
H 13.425 9.734 12.966
H 15.800 8.351 12.085
H 14.998 8.100 13.653
H 14.754 7.539 10.042
H 14.251 5.921 10.111
H 16.723 5.265 10.718
H 17.006 6.931 10.974
H 16.237 7.004 8.331
H 16.846 5.315 8.445
H 17.826 6.732 8.913
C 22.651 4.494 15.371
C 21.397 3.667 15.087
C 20.801 3.060 16.356
C 19.907 4.064 17.044
N 19.202 3.552 18.272
C 18.420 4.675 18.899
C 18.306 4.345 20.383
C 19.693 3.768 20.683
C 20.187 3.213 19.344
C 18.374 2.331 18.028
C 17.099 2.536 17.263
C 16.590 1.251 16.656
H 23.027 5.060 14.522
H 23.453 3.775 15.585
H 22.553 5.177 16.221
H 21.584 2.839 14.408
H 20.677 4.347 14.621
H 21.635 2.871 17.044
H 20.226 2.153 16.185
H 19.078 4.388 16.416
H 20.474 4.931 17.376
H 17.522 4.843 18.323
H 19.094 5.529 18.936
H 17.515 3.629 20.597
H 18.197 5.271 20.943
H 19.593 2.931 21.374
H 20.359 4.483 21.157
H 20.317 2.134 19.390
H 21.199 3.554 19.123
H 18.112 2.037 19.050
H 18.994 1.537 17.626
H 17.251 3.263 16.453
H 16.288 2.993 17.839
H 15.666 1.339 16.096
H 16.501 0.472 17.416
H 17.315 0.881 15.923
C 13.714 12.028 14.796
C 14.857 11.318 15.499
C 14.491 10.828 16.895
C 14.014 9.398 16.841
N 13.826 8.666 18.140
C 13.034 7.399 17.885
C 13.658 6.282 18.709
C 15.131 6.654 18.579
C 15.196 8.154 18.608
C 13.172 9.501 19.200
C 11.788 9.987 18.847
C 11.035 10.427 20.109
H 14.030 12.456 13.848
H 13.301 12.768 15.479
H 12.943 11.298 14.525
H 15.712 11.999 15.562
H 15.295 10.522 14.886
H 13.717 11.489 17.295
H 15.301 10.919 17.630
H 14.558 8.775 16.123
H 13.012 9.315 16.390
H 11.996 7.624 18.110
H 13.024 7.184 16.815
H 13.260 6.465 19.710
H 13.398 5.307 18.316
H 15.622 6.216 19.452
H 15.568 6.254 17.662
H 15.414 8.523 19.611
H 15.914 8.615 17.935
H 13.831 10.360 19.300
H 13.248 8.894 20.101
H 11.163 9.332 18.249
H 11.911 10.912 18.277
H 10.242 11.148 19.906
H 11.652 10.766 20.939
H 10.428 9.605 20.515
C 23.881 9.606 13.757
C 23.045 8.832 14.749
C 22.657 9.604 16.018
C 21.909 8.699 16.981
N 21.463 9.336 18.278
C 22.664 9.603 19.175
C 22.214 9.399 20.645
C 20.757 8.895 20.522
C 20.699 8.359 19.107
C 20.708 10.584 18.077
C 19.267 10.383 17.611
C 18.982 11.335 16.458
H 23.388 10.556 13.525
H 24.083 8.978 12.898
H 24.812 9.983 14.191
H 23.706 8.025 15.112
H 22.244 8.245 14.290
H 22.023 10.464 15.826
H 23.638 9.749 16.487
H 22.451 7.827 17.347
H 21.008 8.323 16.481
H 23.035 10.601 18.946
H 23.437 8.910 18.848
H 22.262 10.366 21.140
H 22.962 8.720 21.045
H 20.072 9.730 20.630
H 20.617 8.111 21.261
H 19.697 8.151 18.736
H 21.247 7.419 18.999
H 21.243 11.221 17.377
H 20.799 11.218 18.963
H 18.661 10.676 18.466
H 19.071 9.377 17.238
H 19.380 11.112 15.471
H 19.362 12.343 16.687
H 17.912 11.549 16.396
C 18.700 2.823 10.558
O 19.752 3.788 10.273
O 17.881 2.683 9.611
C 19.430 1.532 10.938
F 18.600 0.638 11.509
F 19.992 0.895 9.900
F 20.443 1.765 11.859
C 19.593 5.017 10.879
C 20.903 5.772 10.998
H 20.826 6.576 11.722
H 21.747 5.118 11.249
H 21.277 6.168 10.050
H 19.098 4.871 11.857
H 18.972 5.630 10.211
H 18.192 3.180 11.513
C 18.076 10.130 10.996
F 18.432 8.836 11.169
F 17.374 10.519 12.100
F 19.211 10.850 10.992
S 17.083 10.384 9.438
O 17.085 11.812 9.238
O 17.800 9.644 8.445
O 15.817 9.794 9.848
```

Atom charges from the Mulliken analysis, given in e for atoms 1 to 99:
1. C 1.480
2. C -0.317
3. O -0.530
4. O -0.291
5. H -0.700
6. H 0.230
7. H -0.858
8. C -0.822
9. C -0.861
10. C -0.493
11. C 0.905
12. N 1.033
13. C -0.688
14. C -0.889
15. C -0.053
16. C 1.018
17. C -1.166
18. C 1.325
19. C -1.997
20. H 0.417
21. H -0.228
22. H 0.491
23. H 0.487
24. H 0.301
25. H 0.241
26. H 0.276
27. H -0.300
28. H -0.476
29. H 0.450
30. H 0.283
31. H 0.315
32. H 0.508
33. H 0.317
34. H -0.366
35. H -0.912
36. H -0.026
37. H 0.788
38. H 0.265
39. H -0.206
40. H -0.330
41. H 0.532
42. H 0.379
43. H 0.420
44. C -1.300
45. C 0.290
46. C -0.434
47. C -0.199
48. N 1.346
49. C 0.057
50. C -0.723
51. C -0.954
52. C -0.672
53. C -1.476
54. C 0.357
55. C -1.607
56. H 0.441
57. H 0.394
58. H 0.160
59. H 0.362
60. H -0.470
61. H 0.258
62. H 0.465
63. H -0.455
64. H 0.216
65. H 0.206
66. H -0.315
67. H 0.423
68. H 0.510
69. H 0.394
70. H 0.312
71. H 0.393
72. H 0.355
73. H 0.862
74. H 0.474
75. H -0.146
76. H 0.260
77. H 0.313
78. H 0.422
79. H 0.398
80. C -1.658
81. C -0.125
82. C -0.537
83. C -0.760
84. N 1.124
85. C -0.386
86. C -1.134
87. C 1.138
88. C -0.834
89. C -1.404
90. C -0.213
91. C -1.491
92. H 0.441
93. H 0.442
94. H 0.304
95. H 0.156
96. H 0.026
97. H 0.188
98. H 0.519
99. H 0.193



One value per record, in order, for gap between HOMO and LUMO: 7.01, 3.99 eV.
One value per record, in order, for max |F|: 4.31, 2.30 eV/Å.